Computed, not measured: 15 unconnected molecules or ions with the total composition C40H115N5O25 at a distorted geometry, with wB97M-V/def2-TZVPD.

```
185
Properties=species:S:1:pos:R:3:forces:R:3:mulliken_charge:R:1
O -1.213780 8.225580 -31.742970 -0.78 -0.62 0.47 -0.286
O -1.956260 6.389940 -29.837940 -0.63 0.11 0.78 -0.643
O 1.867680 15.095600 -30.705070 -0.66 -0.61 -0.29 -0.139
O 2.527760 11.515390 -24.705360 -0.16 -0.51 -0.23 -0.577
O 2.864060 13.856030 -22.662580 -0.48 -0.95 0.81 -0.460
O 1.334050 10.997000 -29.143420 0.56 0.25 0.14 0.175
O -6.891100 12.511960 -27.927380 -0.54 -0.70 0.37 -0.350
O 3.774070 9.340560 -25.676990 -0.62 -1.20 -0.68 -0.584
O 3.864470 11.032100 -30.196120 -1.08 0.18 0.35 -0.568
O -0.529120 14.320890 -25.912010 0.97 -0.39 1.84 -0.399
O 0.074260 6.911060 -27.538890 0.91 0.16 -1.32 -0.040
O -4.583130 12.865820 -30.858650 1.55 0.53 2.18 -0.205
O -3.641740 10.833160 -21.880570 0.93 0.03 0.36 -0.589
O -2.493060 5.825670 -26.368590 -0.02 -0.48 -1.04 -0.547
O -3.460070 8.066670 -28.073770 -0.59 0.93 0.91 -0.481
O -4.221140 15.745500 -23.116540 -0.24 0.11 -0.52 -0.549
O -6.263240 10.978760 -22.815670 0.05 -0.70 1.25 -0.637
O -1.026330 11.819110 -28.379910 -1.45 0.35 0.37 0.434
O 0.001100 4.345550 -22.948030 0.63 -0.23 0.44 -0.610
O -3.078280 16.214150 -27.519820 -1.29 0.66 -0.69 -0.530
O -0.777930 7.561120 -22.619480 -0.67 -2.19 -0.12 -0.598
O 1.667650 11.424570 -20.015960 -1.30 0.08 -1.12 -0.291
O -1.404550 11.652830 -25.366840 -0.62 -0.70 -0.71 1.893
O -5.579020 13.320100 -24.024430 -1.44 0.04 0.22 -0.267
O 4.384450 6.622470 -24.871620 0.37 -1.22 0.28 -0.630
N 1.304030 6.898940 -34.046170 0.20 0.34 -1.03 -0.825
N 2.185650 17.632660 -30.313570 0.10 0.14 0.37 -0.751
N -9.315860 11.025090 -28.459280 0.62 0.08 -0.30 -0.689
N -0.693690 10.349590 -22.799080 0.86 -1.22 0.79 1.104
N -7.564180 12.488980 -30.735750 -0.49 -0.81 0.95 -0.501
C -1.692060 9.533020 -31.623630 1.33 0.98 0.12 -0.685
C 0.733010 10.622070 -20.734730 0.31 -1.30 -1.03 -1.484
C -5.325980 12.321610 -31.883700 -1.10 0.07 -0.21 -0.856
C -1.824200 16.057590 -26.955880 -0.31 -0.53 0.01 -1.008
C -0.705000 5.798850 -29.638960 0.84 1.00 0.34 -1.118
C 0.333190 6.814540 -28.984120 -0.81 -1.25 0.73 0.518
C -2.873690 7.122320 -25.968800 0.11 0.31 0.58 -0.048
C 3.635550 10.440880 -28.892620 1.98 -0.46 -0.02 -0.544
C 2.783830 12.873810 -24.953300 0.50 0.17 0.92 0.665
C 1.635150 9.031860 -32.747320 -0.15 -0.92 -0.39 -1.181
C 2.413330 17.184000 -31.660510 0.03 -0.16 -0.51 0.339
C -4.273630 13.681260 -24.325610 1.19 -0.24 -0.94 0.294
C -0.063020 6.788120 -23.591180 0.87 0.04 0.14 0.807
C 3.613730 13.474490 -23.788550 -0.38 1.54 -1.37 -0.904
C -0.859950 10.679500 -26.284090 0.53 0.37 0.49 0.773
C -6.810160 12.920170 -31.850130 2.16 -0.20 -1.49 0.040
C -7.480120 11.738670 -26.906230 -1.22 1.03 0.74 -0.435
C -9.621710 10.711380 -26.096970 -0.02 0.86 0.68 -1.531
C -3.967950 10.267810 -23.117550 -0.93 -0.40 -0.44 0.688
C 0.822520 7.706040 -32.926070 1.20 0.12 0.83 1.244
C 1.576230 11.203190 -18.637860 0.14 0.23 -0.09 -0.821
C -6.726610 14.412360 -31.957790 0.01 1.45 0.02 -1.384
C 3.364630 6.997240 -25.754060 0.36 0.24 -0.73 -0.742
C -0.676080 7.922290 -32.986020 0.65 -1.40 -1.25 -1.026
C 3.540650 17.965420 -32.305610 -0.12 -0.41 0.60 -1.416
C -0.396980 12.531890 -22.036960 0.89 0.87 1.32 -1.288
C 2.222180 9.959640 -28.799830 0.17 -1.31 -0.03 0.581
C -8.981740 11.614650 -27.166980 -0.55 -1.57 -0.07 0.322
C 1.908960 13.699370 -30.683940 0.43 -0.88 0.43 -0.840
C 0.299790 11.182050 -22.094350 -0.41 0.92 -0.75 3.187
C -0.485660 5.307950 -23.852930 -0.77 0.97 0.65 -0.463
C -3.995050 7.747370 -26.772290 0.60 -0.79 -1.03 -0.111
C -5.591530 12.897860 -27.626320 0.56 0.49 -0.42 -0.293
C -4.072850 15.183410 -24.416910 0.57 -1.17 0.20 -0.055
C -5.415980 9.867230 -23.097330 -1.10 -0.34 -1.43 -0.781
C -1.582510 14.542440 -26.796180 1.60 1.02 -1.15 0.285
C -1.517010 10.660760 -27.667550 0.98 0.89 -0.06 0.009
C -3.318530 12.215540 -30.550300 -1.29 0.51 -0.26 -0.586
C 2.671380 15.678550 -31.708020 0.00 0.34 0.21 -0.709
C 2.820070 8.295530 -25.328420 -0.20 1.38 0.97 0.616
H -1.046240 16.495490 -27.581280 0.31 -0.23 -0.36 0.411
H 2.433850 15.384280 -32.730310 -0.08 -0.69 -0.04 0.350
H 1.010220 7.043770 -32.080930 -0.25 0.52 0.94 -0.115
H -1.150300 14.204980 -27.738210 -0.86 -0.12 -0.64 0.717
H -2.708090 12.888180 -29.947790 -0.35 -0.09 0.18 -0.017
H 4.410610 9.680700 -28.795130 -0.55 -0.84 0.03 0.462
H -1.574220 5.259500 -23.824700 -0.26 0.13 -0.33 0.314
H -0.639230 8.492130 -22.808060 0.16 0.97 -0.18 0.384
H -3.043930 7.025030 -24.896580 -0.20 0.80 0.21 0.501
H 3.402440 10.140840 -25.298770 -0.01 0.57 0.16 0.575
H -10.711550 10.698690 -26.110130 0.00 0.24 -0.41 0.379
H 1.791790 8.427380 -25.665100 0.01 0.49 -0.71 -0.529
H -7.006680 10.782930 -26.681490 0.26 -0.37 -0.63 0.271
H 3.245460 19.014330 -32.333100 0.25 -0.06 -0.45 0.360
H -0.977880 10.859870 -23.623060 0.04 0.12 -0.29 -0.851
H -0.377610 4.461120 -22.073480 -0.09 0.23 -0.01 0.332
H -3.545300 11.290910 -30.019520 0.21 -0.08 0.14 0.238
H -4.763860 15.567590 -25.167260 -0.06 0.41 0.09 0.276
H 1.581040 16.912520 -29.944870 -0.40 0.20 0.51 0.322
H -5.145210 15.587360 -22.909940 -0.12 0.46 0.44 0.408
H -0.944240 8.583390 -33.810120 -0.12 0.58 0.27 0.326
H -7.187060 12.775870 -29.843800 0.30 0.03 0.05 0.332
H -0.144480 4.939010 -24.820190 0.03 0.51 -0.10 0.070
H -4.367710 11.414480 -21.642590 -0.27 0.10 0.09 0.439
H -0.780850 10.117090 -31.752690 -0.25 0.95 -0.10 0.422
H 2.294330 11.893140 -18.194690 -0.23 -0.06 0.29 0.228
H 4.676010 11.538090 -30.279570 0.08 -0.10 0.47 0.295
H 4.400100 17.866690 -31.642520 0.23 0.17 0.04 0.351
H -1.491420 10.410950 -22.182670 -0.56 -0.28 0.02 0.025
H 0.547370 11.402410 -18.338080 0.03 0.05 0.53 0.347
H -4.731200 12.612660 -32.749510 -0.76 -0.27 -1.02 0.451
H -2.386490 13.849810 -26.547200 -0.45 0.75 0.12 -0.661
H 3.741370 7.156060 -26.764470 0.34 -0.02 -0.35 0.343
H -3.301530 5.310780 -26.422150 0.02 -0.39 -0.07 0.350
H 3.290590 12.947420 -25.915530 0.25 -0.02 0.10 0.331
H -2.723130 11.987450 -31.434370 -0.19 0.01 -0.37 0.479
H 0.973050 6.776960 -23.252760 0.37 -0.35 -0.09 0.443
H -6.024110 14.825760 -31.234130 0.09 -0.09 0.10 0.235
H 2.608240 6.225740 -25.898140 0.05 -0.15 0.75 0.249
H -2.922610 7.312600 -28.326970 0.24 -0.41 -0.56 0.446
H -8.890780 10.108920 -28.452260 -0.27 -0.70 0.09 0.336
H 0.402210 7.837850 -29.353130 -0.99 -0.01 -0.47 -0.320
H -8.490110 12.890090 -30.778940 -0.19 0.00 -0.12 0.245
H -0.178450 10.237200 -20.277330 -0.35 0.98 1.17 0.613
H 1.216660 9.655350 -20.874820 0.35 -0.24 -0.58 0.511
H -7.433940 12.289010 -25.966500 0.38 0.28 0.32 0.136
H -1.257380 9.778480 -28.252590 -0.05 -0.33 0.30 -0.710
H -2.601140 10.768860 -27.634720 0.02 -0.15 0.14 -0.128
H 0.250200 13.210430 -21.481230 -0.07 0.46 -0.08 0.479
H 1.574860 13.313130 -29.720980 -0.69 0.54 -0.01 -0.010
H -1.309940 12.477480 -25.849140 0.22 0.29 0.34 -1.513
H -0.078430 11.748150 -28.514230 0.26 -0.49 -0.02 0.183
H -2.417180 9.814480 -32.387230 -0.25 -0.19 0.11 0.450
H 3.056000 17.454210 -29.833200 0.35 0.26 0.48 0.297
H 0.126400 15.012720 -26.027190 0.10 -0.03 -0.03 0.285
H -5.280360 13.524010 -28.462510 0.27 0.01 0.11 0.152
H -6.441270 14.809940 -32.931760 0.20 -0.30 -0.20 0.393
H -2.026340 9.734700 -30.605940 -0.30 -0.36 -0.14 -0.139
H 2.710690 8.870740 -32.820460 0.05 -0.29 0.05 0.445
H -4.804090 7.049700 -26.988670 -0.38 -0.17 0.60 0.343
H 0.165260 11.026280 -26.413660 0.38 -0.32 -0.43 -0.143
H -9.356160 11.137380 -25.129440 0.07 -0.26 0.31 0.378
H 1.404640 9.739430 -33.543750 -0.25 0.07 0.05 0.318
H -5.531120 13.461930 -26.695570 -0.17 0.10 0.08 0.043
H -3.052430 15.964550 -28.446450 -0.06 -0.03 -0.11 0.326
H -3.366370 9.388530 -23.347940 0.33 0.04 0.35 0.343
H -0.756490 6.470680 -27.345220 -0.26 -0.33 -0.02 -0.182
H 2.186810 14.488060 -22.914500 -0.04 0.03 -0.11 0.296
H -1.057120 6.953490 -33.309020 -0.44 -0.20 0.13 0.370
H 0.821690 6.015550 -34.130180 -0.66 0.05 0.07 0.271
H -7.301590 12.533820 -32.743060 0.04 -0.14 -0.18 0.438
H 2.062940 9.568070 -27.795130 -0.22 0.20 0.04 -0.481
H 1.850950 10.178970 -18.385650 -0.01 -0.20 0.15 0.291
H -8.709400 11.451740 -29.145050 -0.13 0.44 -0.53 0.265
H -9.327360 9.661990 -26.112270 0.42 0.07 -0.26 0.345
H 2.255110 11.457030 -23.786740 -0.08 -0.19 0.12 -0.107
H -1.326210 12.452520 -21.472760 -0.07 -0.16 0.10 0.365
H -4.096350 13.209460 -25.292090 0.22 0.16 -0.14 -0.518
H -0.753120 9.745410 -25.732580 -0.56 -0.23 -0.21 -0.371
H 3.685060 15.378420 -31.442550 0.53 0.32 -0.37 0.372
H 1.377250 13.204880 -31.496870 -0.40 0.21 -0.14 0.349
H 2.750690 8.354620 -24.242230 -0.14 -0.48 0.26 0.525
H -0.664140 12.959980 -23.003120 0.31 -0.21 -0.18 0.130
H 3.883320 11.011100 -27.997320 -0.28 1.14 -0.33 0.219
H -4.385790 8.615360 -26.241240 0.09 0.24 -0.36 -0.064
H -2.011580 7.742130 -26.215190 0.14 0.20 0.63 -0.388
H 4.433580 12.833350 -23.464690 -0.20 -0.09 -0.07 0.255
H 1.880200 11.392950 -29.826460 -0.42 0.77 -0.63 -0.221
H -9.457160 12.594930 -27.133510 0.19 0.16 0.14 0.327
H 4.000200 14.425780 -24.154330 0.76 -0.09 -0.48 0.459
H -4.918190 12.043300 -27.559660 0.17 -0.26 0.03 0.236
H -0.037780 7.346010 -24.527250 -0.26 -0.16 -0.42 -0.608
H -7.682380 14.887100 -31.735930 -0.22 -0.14 0.02 0.396
H -3.046300 15.336910 -24.749680 -0.11 0.30 0.16 -0.007
H 2.241720 6.577750 -33.852070 0.38 0.43 0.01 0.293
H -5.376520 11.236570 -31.792970 -0.10 -0.28 -0.09 0.337
H -3.572350 13.195200 -23.647330 0.20 0.27 0.35 0.038
H -6.095650 11.644120 -23.487090 0.11 0.33 -0.28 0.397
H 1.827470 13.386640 -25.055640 -0.12 0.36 0.07 -0.487
H 1.197470 11.261570 -22.707500 -0.16 -0.02 0.12 -2.079
H 3.840580 17.514780 -33.251690 -0.18 0.43 -0.24 0.352
H -1.797430 16.718810 -26.089760 -0.11 -0.68 0.68 0.468
H -5.753660 9.521450 -24.074320 0.49 -0.20 -0.60 0.147
H 1.340020 6.461020 -29.206420 0.22 -0.53 0.62 0.479
H -0.852930 4.955610 -28.964300 0.21 0.05 0.20 0.447
H -1.753890 7.175910 -30.350660 -0.31 0.37 -0.63 0.594
H 1.478970 17.360290 -32.193410 -0.08 0.00 -0.24 0.341
H 1.469090 9.477330 -31.766460 -0.26 0.04 -0.06 -0.058
H 5.046610 7.315360 -24.816350 -0.12 0.24 -0.19 0.358
H 2.012780 9.159510 -29.509790 0.39 -0.34 0.00 -0.191
H 2.905760 13.258790 -30.703520 0.61 0.52 -0.37 0.368
H -0.409600 5.374410 -30.598490 0.76 0.11 -0.07 0.413
H -5.887430 13.820250 -23.265260 -0.11 -0.13 0.25 0.218
H -5.637730 8.981740 -22.501640 0.01 0.56 0.87 0.446
H -3.849600 10.970120 -23.942690 0.33 0.26 -0.12 -0.370
```
Positions in Å, forces in eV/Å.

lowest unoccupied orbital energy: -0.121 eV
energy above the lowest of the compared OMol25 structures with the same formula, charge and spin: 50.6 kcal per mole
HOMO energy: -0.328 hartree
DFT total energy: -101973.0143 eV
Kohn-Sham gap: 8.82 eV